No. 1
Below is a structure of composition C3H3O4Ru in a non-equilibrium geometry, with properties calculated with ωB97M-V/def2-TZVPD.

## Properties
- ⟨S²⟩ = 12.011
- 2S+1 = 7
- LUMO level (alpha / beta) (eV) = -15.019 / -19.854
- M (g/mol) = 204.12
- charge = +3
- HOMO-LUMO gap (alpha / beta) (eV) = 11.846 / 7.011

```
11
Properties=species:S:1:pos:R:3:forces:R:3:lowdin_spin:R:1
C 1.62522 -0.78118 -0.02925 1.047 -1.748 -0.562 0.07
C 0.61062 -1.84321 0.32084 0.109 0.218 0.186 0.20
O -0.56276 -1.31545 0.72678 0.161 -0.620 -0.093 0.90
O 1.27835 0.38875 -0.01744 0.460 0.749 -0.122 0.28
H 2.64550 -1.07549 -0.31775 0.179 0.157 0.011 0.01
H 0.42358 -2.53602 -0.53567 -0.023 -0.541 -0.228 0.07
Ru -0.52690 0.77974 0.73105 -1.154 1.221 1.314 4.15
O -2.96547 3.67251 -1.10254 1.811 -1.825 0.618 0.07
O -1.34469 2.31259 -0.17086 2.208 -1.787 1.070 0.18
C -2.17000 2.95960 -0.69216 -4.829 4.682 -2.320 0.02
H 0.98655 -2.56183 1.08700 0.030 -0.506 0.125 0.06
```
Forces are in eV/Å.

=====

No. 2
Below is a cluster of 6 separate species, C12H36O6S in total in a non-equilibrium geometry, with properties calculated with ωB97M-V/def2-TZVPD.

## Properties
- energy above the lowest of the compared OMol25 structures with the same formula, charge and spin (kcal/mol) = 30.40
- 2S+1 = 1
- LUMO level (eV) = 0.471
- M (g/mol) = 308.48
- charge = 0
- HOMO-LUMO gap (eV) = 9.709

```
55
Properties=species:S:1:pos:R:3:forces:R:3:mulliken_charge:R:1
C 13.58300 37.62900 23.86900 -1.030 0.898 0.019 -0.32
C 13.81500 36.25800 24.44000 3.403 -1.893 0.018 -0.34
O 12.64100 35.52400 24.56400 1.155 -0.352 2.030 -0.52
H 14.49300 38.16400 23.80100 1.328 0.628 0.523 -0.02
H 12.97500 38.06600 24.71800 0.083 0.384 -1.720 0.26
H 13.23500 37.79400 22.75700 -0.317 -1.000 2.452 0.21
H 14.40500 36.21700 25.44500 -1.474 0.774 -1.347 0.29
H 14.62100 35.68500 23.82400 -1.245 0.579 0.266 0.17
H 12.27700 35.60300 23.71400 -1.865 0.069 -1.988 0.28
C 19.36000 39.89200 23.86800 -2.463 6.565 -0.338 -0.93
C 18.34100 38.90600 23.75600 -4.005 -4.334 2.006 0.24
O 18.38700 38.16200 24.99200 -1.535 0.854 1.389 -0.56
H 19.39000 40.63000 24.79800 -0.727 -1.943 -1.579 0.26
H 19.13100 40.60000 23.01300 1.180 -0.480 0.514 0.27
H 20.26400 39.46500 23.84500 3.552 -1.424 -0.539 0.36
H 18.49500 38.05000 23.05400 0.168 1.459 -0.668 0.10
H 17.18400 39.05000 23.77900 2.128 1.143 -0.840 -0.04
H 19.01100 37.49600 24.88200 1.675 -1.849 0.023 0.28
C 15.00400 37.79100 19.61200 -4.654 1.421 1.632 -1.20
C 15.04400 38.98400 20.61800 1.513 -1.506 -4.512 -0.38
O 14.95700 40.16000 19.90700 1.986 3.912 0.707 -0.60
H 14.45300 37.79800 18.64700 -0.650 1.005 0.932 0.29
H 14.66600 36.91800 20.11700 0.227 -0.966 0.487 0.18
H 15.89000 37.71900 19.24700 6.157 -1.121 -1.845 0.35
H 15.81700 38.84800 21.31500 1.998 0.049 0.515 0.21
H 14.26200 39.01700 21.17300 -5.514 -0.693 3.868 0.84
H 15.21000 40.94900 20.54400 -0.852 -2.134 -1.691 0.27
C 13.78100 43.18000 19.79300 5.705 -2.691 1.025 -1.19
C 14.48600 43.59600 21.08000 -1.040 0.089 0.263 -0.27
O 15.00800 42.44900 21.80100 -0.895 -0.612 -4.163 -0.48
H 14.57200 42.56700 19.17600 -1.812 1.288 0.761 0.18
H 13.28700 43.85100 19.25600 -0.767 4.148 -2.488 0.50
H 12.94600 42.62300 19.91800 -2.116 -2.950 1.360 0.36
H 13.86600 44.05400 21.78500 -2.417 0.242 1.036 0.35
H 15.06200 44.51200 21.02700 1.889 -0.542 -0.993 0.37
H 15.36000 42.75300 22.57700 1.455 1.049 3.081 0.24
C 19.16100 37.82000 19.76700 -0.704 -0.270 -3.295 -0.99
C 19.52500 37.73600 18.28300 2.012 0.451 -2.885 -0.46
O 20.59200 36.73300 18.00100 -1.149 0.740 1.169 -0.52
H 18.72600 36.97600 20.22600 0.339 -1.699 0.182 0.41
H 18.33100 38.45100 19.80200 -1.119 1.880 0.204 0.28
H 19.98000 38.21000 20.22200 2.127 1.013 2.015 0.43
H 19.93500 38.69400 17.66400 -0.756 -1.257 2.562 0.23
H 18.71100 37.55300 17.59500 -0.806 -0.720 0.392 0.33
H 20.48000 36.47200 17.09000 0.018 -0.116 -0.317 0.28
C 12.70200 34.38400 21.20900 -1.028 -1.228 3.496 -0.83
S 11.20800 35.27900 21.04600 -0.631 1.914 4.043 0.41
O 11.11300 36.10800 22.39700 -0.134 -1.620 -2.897 -0.65
C 11.74800 36.42400 19.83000 0.144 0.985 0.525 -0.53
H 13.50900 35.07100 21.34400 0.657 0.135 0.365 0.07
H 12.71700 33.88300 20.33000 0.809 -1.756 -2.945 0.54
H 12.55400 33.55600 22.03400 0.502 1.985 -1.350 0.32
H 12.06300 35.82800 19.00300 -0.068 -0.119 -1.034 0.41
H 12.57800 37.09000 20.13700 -0.568 -0.540 0.201 -0.17
H 10.84800 37.01500 19.68200 0.131 0.153 -0.627 0.39
```
Forces are in eV/Å.

=====

No. 3
Below is a structure of composition C3H4INS in a non-equilibrium geometry, with properties calculated with ωB97M-V/def2-TZVPD.

## Properties
- energy above the lowest of the compared OMol25 structures with the same formula, charge and spin (kcal/mol) = 27.39
- 2S+1 = 1
- LUMO level (eV) = 0.425
- M (g/mol) = 213.04
- charge = 0
- HOMO-LUMO gap (eV) = 9.490

```
10
Properties=species:S:1:pos:R:3:forces:R:3:mulliken_charge:R:1
C 0.35755 -0.49976 1.02442 0.911 -0.219 -0.382 0.02
C 1.15454 -0.52202 -0.23866 -0.058 0.195 -0.535 -0.45
C -1.28504 0.60145 -0.58181 1.230 -1.194 3.422 -0.41
N -0.81032 -0.11077 1.14663 -2.091 1.622 -2.847 -0.55
S 0.12125 0.20440 -1.56817 0.140 -0.073 0.014 -0.10
I -1.68937 2.63914 -0.15036 0.002 -0.203 -0.142 0.10
H 0.86558 -0.87714 1.90794 0.025 -0.114 0.208 0.38
H 2.09147 0.03362 -0.15563 -0.067 -0.060 0.120 0.30
H 1.38133 -1.55244 -0.51826 0.090 0.007 0.075 0.30
H -2.18699 0.08353 -0.86610 -0.182 0.039 0.067 0.42
```
Forces are in eV/Å.

=====

No. 4
Below is a structure of composition C18H29Br2FNNbO6PS in a non-equilibrium geometry, with properties calculated with ωB97M-V/def2-TZVPD.

## Properties
- 2S+1 = 1
- LUMO level (eV) = 1.856
- M (g/mol) = 690.18
- charge = -1
- HOMO-LUMO gap (eV) = 6.818

```
60
Properties=species:S:1:pos:R:3:forces:R:3:mulliken_charge:R:1
C 4.19449 2.08843 1.75222 0.301 0.081 0.118 -1.01
C 4.16110 0.57877 1.98774 0.013 -0.017 0.339 -0.44
S 3.66828 -0.45071 0.58447 -0.068 -0.282 -0.342 0.06
C 2.35907 0.47961 -0.18873 -1.201 1.054 -0.357 -1.22
Nb 0.57691 -0.86934 -0.45243 2.134 -2.738 1.941 -0.85
C -1.51394 -1.66180 -0.74494 -0.113 1.176 0.008 -2.06
C -2.61671 -1.05450 0.12767 0.198 -0.267 -0.096 1.87
C -3.42154 -2.07448 0.93557 -0.142 -0.060 -0.049 -2.04
O -3.47173 -0.33147 -0.78079 -0.136 0.119 0.116 -0.43
C -4.26134 0.63135 -0.10832 -0.014 0.070 0.068 -1.05
C -3.55454 1.95489 0.02413 0.254 0.433 0.036 0.75
C -3.38540 2.56819 1.26431 0.116 0.091 -0.358 -0.28
C -2.68294 3.76788 1.37478 -0.102 -0.174 -0.285 -0.51
C -2.14313 4.36574 0.24193 -0.169 -0.274 -0.060 -0.43
C -2.31857 3.76935 -1.00825 -0.130 -0.169 0.377 -0.70
C -3.02053 2.57599 -1.11049 -0.064 0.066 0.284 -0.37
C 0.11054 -1.06622 1.82554 -0.633 1.422 -0.492 0.36
O -0.70362 -1.83645 2.25264 0.123 -0.682 0.295 -0.59
N 0.86593 -0.26678 2.81071 -0.220 -0.300 -0.050 0.04
C 0.43246 1.06717 2.84983 0.791 -0.020 -0.069 0.21
O -0.65401 1.51893 2.83414 -0.247 0.146 -0.035 -0.42
F 1.51746 1.88937 2.92032 -0.469 0.041 0.151 -0.20
C 1.57701 -2.88246 -1.02000 0.290 0.015 -1.099 -0.68
Br 1.90280 -3.66068 0.79160 -0.384 0.434 -0.137 -0.17
C 2.74482 -3.15646 -1.97919 -0.209 -0.672 0.045 0.29
C 3.94088 -3.94186 -1.47584 0.209 0.198 -0.268 -1.55
Br 3.43007 -1.55410 -2.87482 0.031 0.207 0.057 -0.16
P 0.22563 -0.01963 -2.91349 0.031 1.072 0.783 0.98
O 1.17516 1.00588 -3.42169 0.095 -0.162 -0.209 -0.72
O 0.20036 -1.31768 -3.88702 -0.133 -0.419 -0.166 -0.49
O -1.28550 0.54708 -3.08460 -0.217 -0.044 0.025 -0.53
H 5.21316 2.45981 1.85005 0.118 0.026 -0.064 0.32
H 3.84764 2.35564 0.75848 -0.073 0.062 -0.028 0.34
H 3.59428 2.61788 2.48987 -0.022 -0.016 -0.139 0.23
H 3.54514 0.32314 2.84738 -0.118 0.043 -0.020 0.24
H 5.16745 0.22489 2.20466 0.060 -0.127 0.049 0.42
H 2.67274 0.91357 -1.13673 -0.005 -0.035 -0.128 0.72
H 2.07144 1.32077 0.44296 0.077 -0.023 0.080 0.47
H -0.32546 0.69856 -0.26308 0.060 -0.160 -0.620 0.30
H -1.43468 -2.74717 -0.62910 0.222 -0.075 0.249 0.34
H -1.82533 -1.49487 -1.77427 -0.049 -0.283 -0.149 1.13
H -2.19561 -0.33636 0.82923 0.026 0.183 -0.068 -0.13
H -3.60058 -1.73938 1.95506 -0.076 0.066 0.083 0.32
H -2.89098 -3.01835 1.00840 0.056 -0.085 0.005 0.46
H -4.38091 -2.24294 0.44673 -0.071 -0.102 -0.050 0.43
H -4.53698 0.27874 0.88873 -0.071 -0.073 0.058 0.39
H -5.18710 0.74251 -0.67400 -0.017 0.027 -0.142 0.38
H -3.78344 2.09249 2.15033 0.011 -0.053 0.090 0.29
H -2.54396 4.21046 2.35000 0.059 0.061 0.064 0.37
H -1.57427 5.28014 0.32779 0.030 0.083 0.020 0.38
H -1.89445 4.21922 -1.89302 0.056 0.031 -0.076 0.40
H -3.14560 2.10600 -2.07502 0.009 -0.014 -0.110 0.48
H 0.69354 -0.69022 3.72194 0.011 0.029 0.089 0.37
H 0.76577 -3.51400 -1.37862 -0.146 -0.043 0.123 0.64
H 2.32780 -3.73816 -2.79751 -0.028 0.231 -0.234 0.40
H 4.66859 -4.00258 -2.28228 0.063 -0.050 -0.071 0.45
H 3.64632 -4.95717 -1.22087 -0.053 -0.029 0.271 0.40
H 4.42349 -3.44368 -0.64035 -0.036 -0.067 0.192 0.31
H 0.38438 -1.03981 -4.79315 0.109 0.019 -0.038 0.31
H -1.75188 0.45686 -2.24060 -0.139 0.031 -0.006 0.18
```
Forces are in eV/Å.

=====

no.,DFT total energy (eV)
1,-13887.4610
2,-36139.6370
3,-23599.8447
4,-197388.4778